Model a:
Entry from the OMol25 dataset: a 9-piece molecular cluster, CH17O11 overall (ωB97M-V/def2-TZVPD).

Positions of all 29 atoms, in Å:
C: -0.1713 0.0175 -0.5234
O: 0.5068 0.8183 0.1045
O: -1.1361 -0.5367 0.1747
O: -0.1694 -0.1401 -1.6817
H: -1.2039 -0.3845 1.0871
O: 3.1282 1.6919 -1.0106
H: 2.2300 1.3215 -0.8483
H: 3.4442 0.8549 -1.2259
O: -1.6550 -1.9976 3.1019
H: -0.9726 -1.3108 2.9196
H: -2.5347 -1.7089 3.1413
O: -1.6614 1.7861 -3.0321
H: -1.7612 2.4398 -2.3902
H: -1.0858 1.1127 -2.6499
O: -0.5158 0.6249 3.2309
H: -0.0567 1.3539 2.7410
H: -0.8799 1.2284 3.9966
O: -2.0671 -1.7841 -2.5675
H: -2.3989 -1.6547 -3.4898
H: -1.3105 -1.2355 -2.5006
O: 1.8170 -2.1304 0.6113
H: 1.3967 -1.2187 0.5639
H: 1.0729 -2.6677 0.9060
O: 2.1334 -1.5928 -2.1974
H: 2.5261 -1.9506 -1.4657
H: 1.2708 -1.2542 -1.8161
O: 0.3332 2.8255 1.8396
H: 0.2586 2.3411 1.0592
H: -0.5375 3.1505 1.9214

Results
**HOMO energy**: -6.64 eV
**Multiplicity**: 1
**Total charge**: -1
**Gap between HOMO and LUMO**: 9.252 eV

=====

Model b:
Entry from the OMol25 dataset: a 9-piece molecular cluster, CH17O11 overall (ωB97M-V/def2-TZVPD).

Positions of all 29 atoms, in Å:
C: 19.5772 -16.2702 1.4195
O: 19.3779 -15.2207 2.0639
O: 20.7338 -16.3316 0.7164
O: 18.7539 -17.1323 1.2845
H: 20.7007 -17.0840 0.1200
O: 18.6015 -14.0960 -0.3408
H: 17.8503 -13.6017 -0.0349
H: 19.1980 -14.1221 0.4009
O: 17.8102 -13.9049 3.5435
H: 18.3539 -14.4390 2.9572
H: 18.4068 -13.3580 4.0136
O: 16.5814 -18.8954 0.6328
H: 17.3564 -18.6312 0.1447
H: 15.9341 -19.2963 0.0407
O: 20.3336 -15.0107 4.7185
H: 21.0463 -15.5927 4.8177
H: 20.2451 -14.8977 3.7693
O: 21.8793 -13.2168 0.7801
H: 21.8583 -13.0586 -0.1307
H: 21.6851 -14.1538 0.8407
O: 17.0846 -16.9786 3.4374
H: 17.6227 -17.6389 3.9052
H: 17.4871 -16.9518 2.5724
O: 16.4984 -16.1359 0.1415
H: 17.4059 -15.8747 0.1824
H: 16.5017 -17.0086 0.5470
O: 18.4247 -18.0518 -1.1838
H: 18.6955 -17.7019 -0.3647
H: 18.6107 -17.3747 -1.8675

Results
**HOMO energy**: -6.50 eV
**Multiplicity**: 1
**Total charge**: -1
**Gap between HOMO and LUMO**: 9.371 eV

=====

Unit: eV. Relative energies: model a 0.507; model b 0.000.